A cluster of 2 separate species, C19H23BF2O6Si in total at a distorted geometry, computed with ωB97M-V/def2-TZVPD.

The calculation puts the gap between HOMO and LUMO at 0.267 hartree. As for the HOMO energy: -8.942 eV. Its SMILES is C[Si](C)(CCC(F)(F)C(=O)OCB(O)O)c1ccccc1.O=C1C=CC(=O)C=C1. As for the total charge: 0.

Bonds (Å) are listed after each position.
Element x y z (Å)
1 C -2.51 1.20 1.16  Si2 1.913, H22 1.156, H23 1.146, H24 1.145
2 Si -1.91 -0.19 0.00  C1 1.913, C3 1.948, C4 1.914, C16 1.911
3 C -2.68 -1.84 0.68  Si2 1.948, H25 1.152, H26 1.146, H27 1.141
4 C -0.01 -0.48 -0.02  Si2 1.914, C5 1.604, H28 1.142, H29 1.158
5 C 0.82 0.53 -0.95  C4 1.604, C6 1.592, H30 1.152, H31 1.156
6 C 1.25 1.89 -0.25  C5 1.592, F7 1.424, F8 1.448, C9 1.598
7 F 0.24 2.89 -0.32  C6 1.424
8 F 2.38 2.39 -1.01  C6 1.448
9 C 1.76 1.75 1.26  C6 1.598, O10 1.257, O11 1.428
10 O 2.94 1.45 1.56  C9 1.257
11 O 0.80 2.02 2.28  C9 1.428, C12 1.458
12 C 1.35 2.87 3.32  O11 1.458, B13 1.656, H32 1.141, H33 1.157
13 B 0.29 4.06 3.77  C12 1.656, O14 1.456, O15 1.431
14 O 0.18 5.28 2.97  B13 1.456, H34 0.981
15 O -0.53 4.01 4.93  B13 1.431, H35 0.979
16 C -2.70 0.09 -1.72  Si2 1.911, C17 1.575, C21 1.575
17 C -2.81 1.51 -2.38  C16 1.575, C18 1.551, H36 1.138
18 C -3.50 1.75 -3.75  C17 1.551, C19 1.560, H37 1.143
19 C -4.12 0.57 -4.55  C18 1.560, C20 1.557, H38 1.137
20 C -4.01 -0.86 -3.95  C19 1.557, C21 1.545, H39 1.149
21 C -3.32 -1.07 -2.58  C16 1.575, C20 1.545, H40 1.144
22 H -2.17 2.20 0.69  C1 1.156
23 H -2.09 1.06 2.22  C1 1.146
24 H -3.65 1.19 1.15  C1 1.145
25 H -3.58 -2.17 0.03  C3 1.152
26 H -1.89 -2.67 0.63  C3 1.146
27 H -3.01 -1.66 1.76  C3 1.141
28 H 0.33 -0.54 1.07  C4 1.142
29 H 0.15 -1.54 -0.46  C4 1.158
30 H 0.29 0.76 -1.95  C5 1.152
31 H 1.80 -0.02 -1.24  C5 1.156
32 H 2.33 3.40 3.05  C12 1.141
33 H 1.46 2.21 4.27  C12 1.157
34 H 0.66 5.07 2.14  O14 0.981
35 H -0.51 3.13 5.36  O15 0.979
36 H -2.41 2.42 -1.82  C17 1.138
37 H -3.57 2.81 -4.17  C18 1.143
38 H -4.65 0.72 -5.55  C19 1.137
39 H -4.46 -1.77 -4.49  C20 1.149
40 H -3.28 -2.13 -2.15  C21 1.144
41 O 6.17 -3.02 -0.88  C42 1.216
42 C 5.04 -3.25 -0.51  O41 1.216, C43 1.479, C48 1.479
43 C 4.19 -2.20 0.08  C42 1.479, C44 1.334, H49 1.083
44 C 2.95 -2.45 0.48  C43 1.334, C45 1.478, H50 1.083
45 C 2.35 -3.80 0.35  C44 1.478, O46 1.218, C47 1.478
46 O 1.21 -4.02 0.71  C45 1.218
47 C 3.20 -4.85 -0.25  C45 1.478, C48 1.334, H51 1.083
48 C 4.44 -4.60 -0.65  C42 1.479, C47 1.334, H52 1.083
49 H 4.64 -1.21 0.18  C43 1.083
50 H 2.32 -1.69 0.92  C44 1.083
51 H 2.75 -5.83 -0.34  C47 1.083
52 H 5.07 -5.36 -1.09  C48 1.083

Formally, the Mulliken partial charges of the atoms, in units of the elementary charge, are as follows: number 1, C, carries -0.863; number 2, Si, carries 0.207; number 3, C, carries -1.124; number 4, C, carries -0.406; number 5, C, carries -0.955; number 6, C, carries 1.121; number 7, F, carries -0.288; number 8, F, carries -0.324; number 9, C, carries 0.204; number 10, O, carries -0.566; number 11, O, carries -0.071; number 12, C, carries -0.594; number 13, B, carries 0.641; number 14, O, carries -0.572; number 15, O, carries -0.527; number 16, C, carries 0.444; number 17, C, carries -0.107; number 18, C, carries -0.497; number 19, C, carries -0.364; number 20, C, carries -0.444; number 21, C, carries -0.331; number 22, H, carries 0.200; number 23, H, carries 0.248; number 24, H, carries 0.351; number 25, H, carries 0.306; number 26, H, carries 0.280; number 27, H, carries 0.301; number 28, H, carries 0.330; number 29, H, carries 0.304; number 30, H, carries 0.397; number 31, H, carries 0.315; number 32, H, carries 0.326; number 33, H, carries 0.203; number 34, H, carries 0.310; number 35, H, carries 0.294; number 36, H, carries 0.203; number 37, H, carries 0.298; number 38, H, carries 0.316; number 39, H, carries 0.290; number 40, H, carries 0.166; number 41, O, carries -0.540; number 42, C, carries 0.279; number 43, C, carries -0.344; number 44, C, carries -0.084; number 45, C, carries 0.314; number 46, O, carries -0.549; number 47, C, carries -0.454; number 48, C, carries -0.407; number 49, H, carries 0.506; number 50, H, carries 0.427; number 51, H, carries 0.421; number 52, H, carries 0.408



An isolated molecule of C19H23BN2O4S at a distorted geometry, computed with ωB97M-V/def2-TZVPD.

For the relative energy (zero: lowest compared OMol25 entry of this formula, charge and spin), the calculation gives 14.7 kcal per mole. The calculation puts the gap between HOMO and LUMO at 0.330 hartree. As for the HOMO energy: -8.651 eV. Its SMILES is C=CC(=O)N(CC(=O)N[C@H](Cc1ccsc1)B(O)O)c1ccccc1CC. As for the total charge: 0.

Bonds (Å) are listed after each position.
Element x y z (Å)
1 C -2.66 2.53 -1.77  C2 1.313, H28 1.056, H29 1.086
2 C -1.88 1.48 -1.69  C1 1.313, C3 1.471, H30 1.058
3 C -1.82 0.67 -0.46  C2 1.471, O4 1.218, N5 1.419
4 O -2.42 1.11 0.50  C3 1.218
5 N -1.08 -0.53 -0.34  C3 1.419, C6 1.480, C20 1.445
6 C -0.22 -1.09 -1.40  N5 1.480, C7 1.529, H31 1.096, H32 1.100
7 C 0.98 -0.17 -1.65  C6 1.529, O8 1.219, N9 1.377
8 O 0.90 0.74 -2.45  C7 1.219
9 N 2.13 -0.45 -0.95  C7 1.377, C10 1.450, H33 1.028
10 C 3.30 0.40 -1.08  N9 1.450, C11 1.508, B17 1.593, H34 1.088
11 C 2.99 1.87 -0.96  C10 1.508, C12 1.514, H35 1.092, H36 1.093
12 C 2.42 2.23 0.40  C11 1.514, C13 1.418, C16 1.371
13 C 1.02 2.17 0.60  C12 1.418, C14 1.329, H37 1.068
14 C 0.67 2.37 1.87  C13 1.329, S15 1.763, H38 1.068
15 S 2.13 2.50 2.85  C14 1.763, C16 1.705
16 C 3.17 2.51 1.51  C12 1.371, S15 1.705, H39 1.098
17 B 3.98 0.04 -2.47  C10 1.593, O18 1.393, O19 1.402
18 O 3.25 0.18 -3.65  B17 1.393, H40 0.983
19 O 5.32 -0.35 -2.50  B17 1.402, H41 0.979
20 C -1.12 -1.23 0.93  N5 1.445, C21 1.401, C25 1.402
21 C 0.05 -1.25 1.70  C20 1.401, C22 1.389, H42 1.072
22 C 0.11 -1.97 2.88  C21 1.389, C23 1.380, H43 1.089
23 C -1.00 -2.69 3.27  C22 1.380, C24 1.380, H44 1.090
24 C -2.20 -2.61 2.60  C23 1.380, C25 1.378, H45 1.074
25 C -2.22 -1.97 1.38  C20 1.402, C24 1.378, C26 1.507
26 C -3.47 -1.99 0.54  C25 1.507, C27 1.517, H46 1.110, H47 1.125
27 C -4.72 -1.35 1.10  C26 1.517, H48 1.076, H49 1.100, H50 1.088
28 H -2.67 3.19 -2.59  C1 1.056
29 H -3.40 2.71 -0.99  C1 1.086
30 H -1.12 1.35 -2.42  C2 1.058
31 H -0.81 -1.26 -2.31  C6 1.096
32 H 0.18 -2.05 -1.05  C6 1.100
33 H 2.20 -1.30 -0.38  N9 1.028
34 H 4.03 0.08 -0.34  C10 1.088
35 H 3.82 2.54 -1.20  C11 1.092
36 H 2.24 2.10 -1.72  C11 1.093
37 H 0.32 1.96 -0.18  C13 1.068
38 H -0.31 2.47 2.28  C14 1.068
39 H 4.26 2.56 1.61  C16 1.098
40 H 2.33 0.40 -3.38  O18 0.983
41 H 5.46 -0.48 -3.46  O19 0.979
42 H 0.92 -0.78 1.28  C21 1.072
43 H 1.01 -1.98 3.50  C22 1.089
44 H -1.00 -3.27 4.20  C23 1.090
45 H -3.03 -3.22 2.89  C24 1.074
46 H -3.73 -3.03 0.25  C26 1.110
47 H -3.18 -1.51 -0.43  C26 1.125
48 H -5.37 -1.15 0.26  C27 1.076
49 H -4.52 -0.44 1.70  C27 1.100
50 H -5.26 -2.05 1.73  C27 1.088

Formally, the Mulliken partial charges of the atoms, in units of the elementary charge, are as follows: number 1, C, carries -1.009; number 2, C, carries -0.407; number 3, C, carries 0.593; number 4, O, carries -0.598; number 5, N, carries 1.130; number 6, C, carries -1.445; number 7, C, carries 0.625; number 8, O, carries -0.841; number 9, N, carries 0.203; number 10, C, carries -0.686; number 11, C, carries -0.867; number 12, C, carries -0.196; number 13, C, carries -0.524; number 14, C, carries -0.245; number 15, S, carries -0.200; number 16, C, carries -0.376; number 17, B, carries 0.792; number 18, O, carries -0.824; number 19, O, carries -0.540; number 20, C, carries -0.086; number 21, C, carries -0.001; number 22, C, carries -1.184; number 23, C, carries -0.497; number 24, C, carries -0.735; number 25, C, carries 0.543; number 26, C, carries -0.523; number 27, C, carries -1.392; number 28, H, carries 0.359; number 29, H, carries 0.285; number 30, H, carries 0.310; number 31, H, carries 0.344; number 32, H, carries 0.510; number 33, H, carries 0.418; number 34, H, carries 0.399; number 35, H, carries 0.604; number 36, H, carries 0.325; number 37, H, carries 0.628; number 38, H, carries 0.505; number 39, H, carries 0.441; number 40, H, carries 0.329; number 41, H, carries 0.313; number 42, H, carries 0.528; number 43, H, carries 0.425; number 44, H, carries 0.360; number 45, H, carries 0.402; number 46, H, carries 0.543; number 47, H, carries 0.133; number 48, H, carries 0.419; number 49, H, carries 0.311; number 50, H, carries 0.399